1.
The following is a quantum chemistry calculation of a cluster of 2 separate species, C2H8O2 in total, from OMol25.

```
12
C2H8O2, DFT wB97M-V/def2-TZVPD
O -0.34 2.00 2.42
C -1.27 3.01 2.56
H -0.76 1.16 2.14
H -0.85 4.01 2.77
H -1.85 2.69 3.44
H -1.96 3.10 1.70
O 0.91 -1.84 -1.87
C 1.18 -3.02 -2.55
H 1.14 -1.07 -2.43
H 0.53 -3.17 -3.43
H 1.04 -3.87 -1.86
H 2.23 -3.00 -2.89
```

Summary:
HOMO energy	-10.14	eV
energy	-6297.438	eV
frontier orbital gap	11.00	eV
2S+1	1
energy relative to the best compared isomer or geometry (same formula, charge and spin)	22.4	kcal per mole

***

2.
The following is a quantum chemistry calculation of a cluster of 2 separate species, C2H8O2S2Si in total, from OMol25.

```
15
C2H8O2S2Si, DFT wB97M-V/def2-TZVPD
C -1.79 1.74 -0.18
C 0.18 -2.38 0.97
O -0.45 2.00 -0.43
O 0.64 -1.08 0.89
Si 1.11 0.09 -0.12
S 2.63 1.28 0.58
S 1.24 -0.75 -2.16
H -2.52 1.94 -0.94
H -2.11 2.18 0.82
H -1.81 0.63 -0.09
H 0.80 -2.95 1.78
H 0.28 -2.91 0.05
H -0.90 -2.36 1.28
H 2.05 2.41 0.27
H 0.64 0.16 -2.71
```

Summary:
HOMO energy (alpha / beta)	-5.79 / -9.20	eV
energy	-35843.867	eV
frontier orbital gap (alpha / beta)	6.35 / 6.78	eV
2S+1	3
energy relative to the best compared isomer or geometry (same formula, charge and spin)	0.0	kcal per mole
expectation value of S²	2.01

***

3.
The following is a quantum chemistry calculation of a cluster of 3 separate species, C2H8O4 in total, from OMol25.

```
14
C2H8O4, DFT wB97M-V/def2-TZVPD
O 1.43 0.42 0.72
C 0.16 0.24 0.23
O 0.10 -0.19 -1.07
C -0.73 1.40 0.45
H -0.29 -0.61 0.86
H -0.82 1.64 1.50
H -0.50 2.35 -0.05
H -1.71 1.12 0.03
H 1.95 -0.37 0.37
H 0.96 -0.81 -1.17
O 2.11 -1.42 -0.67
H -2.95 -1.25 -0.19
H 2.73 -2.00 -1.16
O -2.44 -0.51 0.15
```

Summary:
HOMO energy	-10.11	eV
energy	-10385.356	eV
frontier orbital gap	4.77	eV
2S+1	1
energy relative to the best compared isomer or geometry (same formula, charge and spin)	215.3	kcal per mole

***

4.
The following is a quantum chemistry calculation of a structure of composition C2H8OP2, from OMol25.

```
13
C2H8OP2, DFT wB97M-V/def2-TZVPD
C -0.94 0.06 0.66
C 1.22 2.07 0.30
O 1.41 1.13 -0.50
P 1.52 -1.63 0.40
P 0.21 -0.49 -0.69
H -0.40 0.64 1.41
H -1.74 0.67 0.24
H -1.38 -0.82 1.13
H 1.98 2.33 1.04
H 0.29 2.64 0.31
H -2.45 -2.22 -1.49
H 2.17 -2.07 -0.76
H -1.90 -2.32 -2.04
```

Summary:
HOMO energy (alpha / beta)	-7.65 / -7.65	eV
energy	-22824.898	eV
frontier orbital gap (alpha / beta)	6.75 / 6.75	eV
2S+1	1
energy relative to the best compared isomer or geometry (same formula, charge and spin)	53.9	kcal per mole

***

5.
The following is a quantum chemistry calculation of a cluster of 2 separate species, C2H8OS in total, from OMol25.

```
12
C2H8OS, DFT wB97M-V/def2-TZVPD
C 0.82 -0.71 0.96
S 0.02 -1.14 -0.54
C 0.32 0.42 -1.46
H 1.58 -1.48 0.88
H 0.18 -0.77 1.78
H 1.30 0.26 1.14
H -0.28 1.22 -0.95
H 1.38 0.58 -1.30
H 0.11 0.13 -2.47
H -1.35 2.11 2.04
H -0.57 2.72 1.02
O -1.19 1.91 1.13
```

Summary:
HOMO energy	-7.99	eV
energy	-15085.416	eV
frontier orbital gap	8.56	eV
2S+1	1
energy relative to the best compared isomer or geometry (same formula, charge and spin)	24.5	kcal per mole

***

6.
The following is a quantum chemistry calculation of a cluster of 2 separate species, C2H8OS in total, from OMol25.

```
12
C2H8OS, DFT wB97M-V/def2-TZVPD
C 0.26 1.44 -1.06
C -1.12 2.03 -0.92
S -0.97 3.89 -1.03
H 1.08 2.03 -0.63
H 0.50 1.34 -2.12
H 0.25 0.38 -0.76
H -1.88 1.71 -1.65
H -1.64 1.67 -0.02
H -0.83 3.98 0.29
H 1.75 -6.64 3.16
H 1.07 -6.05 1.98
O 1.53 -5.78 2.76
```

Summary:
HOMO energy	-9.05	eV
energy	-15085.958	eV
frontier orbital gap	10.09	eV
2S+1	1
energy relative to the best compared isomer or geometry (same formula, charge and spin)	12.0	kcal per mole